# 1
Computed, not measured: C20H16BrCl4F6IN3O6S2Ti as an isolated structure, with ωB97M-V with the def2-TZVPD basis set.

Geometry (Å):
Ti (0.078279, 1.428164, -1.367426)
Cl (4.566755, 6.402245, -1.998005)
C (3.829555, 4.847826, -1.875082)
C (4.496432, 3.712015, -2.413526)
Cl (6.041341, 3.895869, -3.123469)
C (3.893579, 2.487849, -2.421880)
Cl (4.718076, 1.096909, -3.021531)
C (2.587614, 2.360535, -1.920604)
O (1.926156, 1.196892, -1.993416)
C (1.890729, 3.485531, -1.483565)
O (0.635537, 3.284542, -1.172692)
C (2.557392, 4.684963, -1.394561)
Cl (1.702736, 5.991258, -0.603726)
C (1.693324, 0.724686, 1.195679)
C (1.653096, 0.639083, 2.802901)
N (0.319175, 0.198002, 3.239105)
C (-0.646187, 1.268145, 2.920151)
C (-0.428308, 1.854129, 1.573716)
N (0.311546, 0.860176, 0.714989)
C (-0.327083, -0.457638, 0.929623)
C (-0.014037, -0.912517, 2.367542)
H (2.100207, -0.212592, 0.752640)
H (2.276110, 1.576405, 0.944303)
H (1.851157, 1.557547, 3.314512)
H (2.362910, -0.119095, 3.152730)
H (-0.702758, 2.016769, 3.677202)
H (-1.569568, 0.734929, 2.984016)
H (0.127885, 2.771174, 1.559211)
H (-1.392665, 2.150179, 1.102677)
H (0.050884, -1.218056, 0.244664)
H (-1.385564, -0.336888, 0.807405)
H (0.761161, -1.681756, 2.423104)
H (-0.917327, -1.362511, 2.811447)
F (-4.111806, 4.533356, 2.394322)
C (-4.127717, 3.216970, 2.571964)
F (-4.947101, 2.916785, 3.508926)
F (-4.270324, 2.606206, 1.431579)
S (-2.338201, 0.343467, -2.167238)
O (-0.982704, 0.542932, -2.929158)
O (-1.936647, 1.115208, -0.810723)
N (-2.351523, -1.266981, -1.695999)
S (-3.213083, -2.184431, -2.568313)
O (-3.630405, -1.564145, -3.844172)
O (-2.734434, -3.539144, -2.516663)
C (-4.817032, -2.231011, -1.703605)
F (-4.702710, -2.689668, -0.444994)
F (-5.644926, -3.010237, -2.326826)
F (-5.359179, -0.977869, -1.735547)
Br (3.757364, -5.745555, -0.012066)
C (2.025373, -4.905497, 0.002914)
C (0.959168, -5.547078, 0.661799)
C (-0.332666, -5.056055, 0.526250)
C (-0.602536, -3.926732, -0.294014)
C (0.495164, -3.306254, -0.896289)
C (1.789656, -3.718536, -0.702318)
I (3.371495, -2.502534, -1.417959)
H (1.060401, -6.516667, 1.207506)
H (-1.159949, -5.505652, 0.972139)
H (-1.588400, -3.553759, -0.437784)
H (0.344555, -2.451887, -1.501854)

Force components x, y, z for each atom (eV/Å):
Ti -0.9 -0.1 -0.6
Cl 0.0 0.0 0.2
C 1.1 -0.9 -0.9
C -0.1 1.7 0.3
Cl 0.5 0.2 -0.1
C -0.7 -0.6 0.5
Cl -0.2 -0.1 0.0
C 0.6 -1.3 -1.3
O -0.1 0.9 0.6
C 0.6 -0.6 0.0
O -1.1 -0.5 0.5
C -0.7 1.2 0.7
Cl 0.2 -0.1 -0.3
C 0.0 -0.8 1.8
C -0.3 -1.2 -0.9
N 0.9 0.8 -0.6
C 0.1 -1.2 0.8
C -0.5 0.3 -1.6
N -0.5 0.2 0.0
C 0.4 -0.5 0.8
C -1.2 -1.0 0.6
H 0.0 0.8 0.3
H 0.6 0.7 -0.7
H 0.4 0.8 0.0
H 0.1 0.2 -0.1
H 0.3 0.6 0.7
H -1.1 -0.1 -0.2
H 0.7 0.4 0.2
H 0.6 -0.6 0.1
H -0.1 0.4 -0.2
H -0.4 -0.1 -0.3
H 0.1 0.2 -0.1
H 0.2 -0.1 -0.4
F 0.0 0.1 -0.1
C 2.1 1.3 -0.6
F -1.4 -0.9 0.8
F -0.6 -0.5 -0.2
S 0.7 0.4 1.0
O -0.3 -0.2 1.1
O -0.2 -1.2 -1.8
N 1.3 2.2 0.8
S -1.3 0.4 -2.6
O 0.8 -1.2 1.6
O -0.2 0.1 -0.2
C 0.4 1.0 0.2
F -0.1 0.6 0.1
F -1.2 -1.1 -0.8
F 0.4 -0.7 0.8
Br -0.6 0.3 0.2
C -0.2 -0.3 0.3
C 0.1 -0.8 -0.2
C 0.7 2.1 -1.6
C 1.9 -1.3 0.8
C -0.9 0.0 0.4
C 1.1 -0.8 0.3
I -0.5 -0.3 0.1
H 0.4 1.1 -0.5
H -1.0 -1.0 0.9
H -0.5 0.2 -0.2
H -0.3 0.8 -0.6

2S+1	3
charge	-1
E_LUMO (spin up / spin down)	2.04 / 1.05	eV
molar mass	969.0	g mol⁻¹
<S²>	2.004

# 2
Computed, not measured: C20H16CdN5O6S as an isolated structure, with ωB97M-V with the def2-TZVPD basis set.

Geometry (Å):
Cd (-11.868875, -2.130119, 10.612160)
O (-12.876929, 3.276339, 15.057267)
C (-12.072482, 2.381437, 15.395238)
O (-11.380491, 2.172490, 16.418073)
C (-11.919677, 1.527893, 14.200325)
C (-12.104788, 1.945787, 12.893210)
C (-12.120119, 1.073817, 11.838632)
N (-11.851884, -0.223413, 12.077867)
C (-11.549718, -0.671513, 13.290188)
C (-11.640341, 0.175325, 14.406425)
C (-10.973224, -2.079102, 13.498553)
O (-10.696984, -2.341519, 14.673215)
O (-10.714539, -2.766281, 12.483916)
H (-12.371225, 3.030207, 12.818840)
H (-12.421756, 1.357902, 10.864189)
H (-11.419702, -0.256625, 15.398027)
O (-11.802644, -2.271909, 8.172712)
C (-12.775394, -1.410784, 7.526142)
C (-14.029297, -1.459030, 8.339631)
C (-15.275299, -1.633390, 7.699070)
C (-16.423434, -1.789177, 8.493883)
C (-16.279470, -1.675243, 9.860638)
C (-14.953739, -1.406641, 10.371753)
N (-13.861911, -1.419286, 9.694342)
H (-10.920633, -1.880495, 8.070348)
H (-12.886620, -1.564073, 6.405750)
H (-12.505781, -0.333049, 7.532961)
H (-15.327239, -1.794836, 6.641881)
H (-17.381230, -1.997121, 7.963903)
H (-17.147449, -1.857007, 10.576817)
H (-14.919631, -1.126749, 11.459057)
S (-7.743829, -0.130685, 10.923929)
C (-9.022243, -0.854467, 10.268168)
N (-9.892180, -1.406985, 9.655310)
N (-12.445170, -4.670462, 15.538087)
C (-13.690394, -5.090926, 15.047459)
O (-14.646686, -5.397486, 15.721269)
C (-13.765159, -5.277191, 13.596733)
C (-14.872328, -5.970576, 13.108174)
C (-15.195011, -5.904787, 11.788575)
C (-14.351566, -5.280017, 10.905562)
N (-13.203741, -4.796240, 11.309320)
C (-12.910823, -4.834285, 12.625415)
H (-12.415481, -4.583301, 16.551209)
H (-11.746765, -4.112383, 14.977995)
H (-15.524787, -6.375200, 13.903772)
H (-16.178217, -6.295954, 11.427188)
H (-14.528564, -5.214133, 9.894381)
H (-11.925989, -4.423930, 12.891440)

Force components x, y, z for each atom (eV/Å):
Cd 1.5 0.6 0.8
O -0.7 1.1 1.4
C 0.6 1.5 0.0
O -0.9 0.0 -0.6
C 1.0 -3.3 0.0
C -0.8 2.3 0.1
C 0.2 -1.0 1.8
N -0.1 -1.1 -1.4
C -0.1 1.0 1.0
C 0.5 -0.6 -0.4
C 0.1 1.8 1.2
O -0.3 -1.0 -0.3
O -0.6 -1.0 -1.6
H 0.3 -1.1 -0.3
H 0.0 0.2 -0.9
H -0.2 0.6 -0.7
O -1.5 0.6 -1.6
C 0.8 0.6 -0.4
C -0.9 -1.3 -1.0
C 0.9 0.0 1.7
C -0.2 0.0 -0.7
C 0.1 0.0 0.9
C -3.8 0.0 2.7
N 0.3 0.5 -2.5
H 0.3 0.1 0.5
H -0.2 -0.6 1.4
H 0.6 -0.4 0.4
H 0.1 0.2 -0.4
H 0.7 0.1 0.8
H 1.4 0.6 -1.0
H 0.4 -0.7 -1.0
S -0.2 0.0 0.2
C -0.6 -0.8 -1.3
N 0.9 0.7 1.1
N -1.2 0.0 -0.6
C 2.9 0.4 0.9
O -0.2 0.0 0.8
C -0.9 -0.9 -1.6
C -0.8 0.6 1.9
C -2.2 -1.1 -0.9
C 0.5 -0.3 1.7
N 1.4 0.8 0.5
C 1.4 1.1 -0.2
H 0.1 0.3 -0.5
H -0.9 -0.6 0.9
H 0.2 0.1 -0.8
H 1.1 0.1 0.3
H -0.7 0.2 -2.2
H -0.5 -0.1 -0.3

charge	-1
E_LUMO	1.19	eV
molar mass	566.9	g mol⁻¹

# 3
Computed, not measured: C20H16Cl3NO9V as an isolated structure, with ωB97M-V with the def2-TZVPD basis set.

Geometry (Å):
V (-0.013760, 0.152581, -0.154324)
O (0.390488, 1.452403, 1.860839)
C (-0.459216, 1.542249, 3.007319)
C (-0.328599, 0.419862, 4.042118)
N (-0.748398, -0.920435, 3.667804)
C (0.260171, -1.937628, 3.389715)
C (1.395458, -1.471126, 2.483971)
O (1.394635, -2.048847, 1.280342)
O (2.198878, -0.635075, 2.829341)
C (-2.043781, -1.048617, 3.052645)
C (-2.135350, -0.855083, 1.540963)
O (-3.172729, -0.877435, 0.941748)
O (-0.949868, -0.710494, 0.948998)
H (1.284610, 1.195457, 2.134560)
H (-1.473003, 1.604271, 2.612828)
H (-0.249826, 2.478498, 3.534329)
H (-0.929624, 0.745890, 4.900957)
H (0.707679, 0.368714, 4.374448)
H (-0.230274, -2.798271, 2.938985)
H (0.724458, -2.255118, 4.328268)
H (-2.719272, -0.316657, 3.499009)
H (-2.470276, -2.032945, 3.262408)
Cl (4.181400, -4.884209, -3.031213)
C (2.938731, -3.763881, -2.561776)
C (1.823157, -3.589241, -3.365751)
C (0.837113, -2.698003, -2.989563)
C (0.935974, -1.969418, -1.800888)
O (-0.048333, -1.122005, -1.485198)
C (2.075940, -2.160604, -1.001628)
C (2.217723, -1.362900, 0.262168)
O (1.772712, -0.075346, 0.130729)
C (3.069687, -3.045400, -1.388294)
H (1.732597, -4.147441, -4.287625)
H (-0.031581, -2.536513, -3.614452)
H (3.239296, -1.374205, 0.645535)
H (3.952461, -3.168007, -0.773294)
Cl (-2.347170, 5.359149, -4.874056)
C (-1.691019, 4.179331, -3.792112)
C (-0.487633, 3.559476, -4.114004)
C (0.050762, 2.628302, -3.251303)
Cl (1.532506, 1.828582, -3.614804)
C (-0.595818, 2.304502, -2.049706)
O (-0.049291, 1.437736, -1.213970)
C (-1.816197, 2.925139, -1.753665)
C (-2.522389, 2.601880, -0.507063)
O (-2.113291, 1.848349, 0.348956)
C (-2.356146, 3.863690, -2.629087)
H (0.023678, 3.804834, -5.033801)
H (-3.458109, 3.165134, -0.341963)
H (-3.299160, 4.338876, -2.389442)

Force components x, y, z for each atom (eV/Å):
V 2.1 -1.0 0.0
O 0.0 -0.1 -0.2
C 0.0 0.0 0.0
C 0.0 -0.1 -0.1
N 0.1 0.1 -0.3
C -0.1 0.1 0.1
C 0.0 0.0 0.1
O 0.1 0.0 0.0
O 0.0 0.0 0.0
C 0.4 0.0 0.1
C -0.6 -0.2 0.2
O 0.1 0.0 0.0
O -1.9 -1.4 2.1
H 0.0 -0.1 -0.1
H 0.0 0.0 0.0
H 0.0 0.0 0.0
H 0.0 0.0 0.0
H 0.0 0.0 0.1
H 0.0 0.0 0.0
H 0.0 0.0 0.0
H -0.1 0.0 0.0
H 0.0 0.0 0.0
Cl 0.0 0.0 0.0
C -0.1 0.1 0.0
C 0.0 -0.1 0.0
C -0.1 0.2 0.1
C 0.4 -0.2 -0.1
O -0.1 0.0 0.2
C -0.2 0.2 0.1
C 0.2 -0.4 0.0
O 0.0 -0.1 0.3
C 0.0 0.0 0.0
H 0.0 0.0 0.0
H 0.0 0.0 0.0
H 0.0 0.1 -0.1
H 0.0 0.0 0.0
Cl 0.0 0.0 0.0
C 0.1 0.0 0.0
C -0.1 0.1 0.0
C 0.1 -0.2 0.3
Cl 0.0 0.1 -0.1
C -0.2 0.3 -0.2
O 0.1 3.1 -2.4
C 0.2 -0.3 -0.1
C 0.1 0.4 0.3
O -0.2 -0.2 -0.1
C -0.1 0.0 0.1
H 0.0 0.0 0.0
H -0.1 -0.1 -0.1
H 0.0 0.0 0.0

2S+1	2
charge	0
E_LUMO (spin up / spin down)	-1.06 / -0.87	eV
molar mass	571.6	g mol⁻¹
<S²>	0.756

# 4
Computed, not measured: a single C20H16ClN5O3 molecule, with ωB97M-V with the def2-TZVPD basis set.

Geometry (Å):
O (-1.487398, -0.231855, -1.307994)
C (-2.286614, 0.660763, -1.218481)
C (-1.905873, 2.113508, -0.934132)
N (-0.511031, 2.209324, -0.575974)
C (0.428779, 1.892362, -1.496510)
N (1.702782, 1.847068, -1.307185)
C (2.061141, 2.133333, -0.034046)
C (1.193985, 2.477665, 1.012627)
N (1.956904, 2.700866, 2.111353)
N (3.175245, 2.522037, 1.806137)
N (3.290002, 2.181755, 0.513277)
C (4.555490, 1.854981, -0.091818)
C (4.755917, 0.359216, -0.089765)
C (4.075349, -0.428645, -1.010575)
C (4.216042, -1.803890, -0.997171)
C (5.044630, -2.392745, -0.054349)
Cl (5.231681, -4.110019, -0.036755)
C (5.723401, -1.621386, 0.875391)
C (5.571160, -0.246432, 0.855995)
C (-0.224487, 2.520274, 0.789093)
O (-1.122922, 2.775554, 1.552887)
O (-3.594747, 0.553803, -1.378586)
C (-4.135369, -0.761716, -1.611001)
C (-4.526157, -1.404917, -0.307310)
C (-5.820608, -1.278180, 0.178995)
C (-6.166437, -1.840412, 1.395075)
C (-5.219379, -2.525879, 2.136932)
C (-3.925392, -2.648572, 1.659986)
C (-3.578281, -2.091009, 0.442103)
H (-2.490095, 2.477582, -0.081966)
H (-2.133281, 2.723668, -1.812624)
H (0.069870, 1.669323, -2.491210)
H (4.547140, 2.238362, -1.115559)
H (5.329059, 2.353314, 0.495141)
H (3.423968, 0.038921, -1.734052)
H (3.687391, -2.416169, -1.710359)
H (6.359600, -2.092565, 1.607717)
H (6.090024, 0.357825, 1.584747)
H (-5.004639, -0.601355, -2.251490)
H (-3.382193, -1.361669, -2.131449)
H (-6.558009, -0.738782, -0.397516)
H (-7.175941, -1.740698, 1.765258)
H (-5.489292, -2.962415, 3.086937)
H (-3.183271, -3.179386, 2.237146)
H (-2.568163, -2.182805, 0.071084)

Force components x, y, z for each atom (eV/Å):
O 0.0 -0.2 0.0
C 0.3 0.4 0.0
C -0.3 -0.2 0.0
N 0.0 0.1 0.2
C 0.3 0.0 -0.2
N 0.4 -0.1 -0.4
C -1.0 0.4 0.8
C 0.9 -0.4 -1.0
N -0.8 0.2 0.6
N 1.1 0.0 0.6
N -1.0 0.2 -0.5
C 0.3 -0.3 -0.1
C 0.1 0.0 0.0
C 0.1 0.0 0.0
C 0.0 -0.1 0.0
C 0.0 0.3 0.0
Cl 0.0 -0.2 0.0
C 0.0 -0.1 0.0
C -0.1 0.0 -0.1
C 0.0 0.1 0.0
O 0.0 0.0 0.2
O -0.3 0.3 0.0
C 0.0 -0.5 0.0
C 0.1 0.1 -0.2
C 0.1 0.0 0.0
C -0.1 0.0 0.0
C 0.0 0.0 0.0
C 0.1 0.0 0.0
C 0.0 0.0 0.0
H 0.1 0.0 -0.3
H 0.0 -0.1 0.1
H -0.2 0.0 0.0
H 0.0 0.0 0.2
H -0.1 0.0 -0.1
H 0.0 0.0 -0.1
H 0.0 -0.1 -0.1
H 0.1 -0.1 0.1
H 0.1 0.1 0.1
H 0.1 0.0 0.1
H -0.2 0.1 0.0
H -0.1 0.1 -0.1
H -0.1 0.0 0.0
H 0.0 0.0 0.1
H 0.1 0.0 0.1
H 0.1 0.0 -0.1

charge	0
E_LUMO	0.48	eV
structure (SMILES)	O=C(Cn1cnc2c(nnn2Cc2ccc(Cl)cc2)c1=O)OCc1ccccc1
molar mass	409.8	g mol⁻¹

Number 1: strongest force on any atom 0.0567 Eh/bohr. Number 2: strongest force on any atom 0.0899 Eh/bohr. Number 3: strongest force on any atom 0.0757 Eh/bohr. Number 4: strongest force on any atom 0.0270 Eh/bohr.